No. 1
DFT (wB97M-V/def2-TZVPD) results for a structure of composition C15H16F6NOPPtS.

## Properties
LUMO (spin up / spin down), eV: -6.20 / -6.32
Kohn-Sham gap (spin up / spin down), eV: 6.249 / 6.137
Total energy, a.u.: -2169.0168
Highest occupied orbital energy (spin up / spin down), Ha: -0.45759 / -0.45788

ORCA input file:
```
! RIJCOSX wB97M-V def2-TZVPD def2/J DEFGRID3
* xyz 1 2
Pt -0.53636 -0.10919 0.32270
O -0.95970 1.58620 -0.80880
N -0.12702 1.73769 -1.86739
C -0.57298 2.42910 -2.92973
C 0.26145 2.62760 -3.99870
C 1.54899 2.09296 -3.96596
C 1.97030 1.38178 -2.86000
C 1.10367 1.22431 -1.78909
S 1.58337 0.42121 -0.31293
H -1.59197 2.77788 -2.85774
H -0.09965 3.18436 -4.85000
H 2.21273 2.21628 -4.81033
H 2.95260 0.93325 -2.80784
F -0.25171 -1.47779 -1.81912
P -1.46811 -2.52930 -1.41427
F -2.32829 -1.15098 -0.95142
F -2.63517 -3.42662 -0.88221
F -2.03978 -2.42676 -2.87247
F -0.51307 -3.73711 -1.70647
F -0.84339 -2.42718 0.18870
C 1.19197 1.32228 3.02262
C -0.08197 0.44021 3.20928
C -1.32202 1.37327 3.09764
C -0.16935 -0.49840 2.10015
C -0.00692 -0.35066 4.51889
C -0.95248 -0.21022 5.52430
C -0.85563 -0.97133 6.68408
C 0.17278 -1.88432 6.83840
C 1.12537 -2.02571 5.83868
C 1.03302 -1.26083 4.68730
H 1.13112 1.89326 2.09743
H 2.10085 0.72392 3.01262
H 1.23144 2.00374 3.87084
H -1.33432 1.88506 2.13506
H -1.23994 2.12481 3.88182
H -2.25694 0.82808 3.21900
H -0.23096 -1.57808 2.30315
H -1.76662 0.49493 5.42585
H -1.58941 -0.84473 7.46895
H 0.22781 -2.49362 7.73039
H 1.93736 -2.73104 5.95481
H 1.77974 -1.38612 3.90730
*
```

***

No. 2
DFT (wB97M-V/def2-TZVPD) results for a structure of composition C15H16IrN2O6S in a non-equilibrium geometry.

## Properties
LUMO (spin up / spin down), eV: -6.09 / -6.61
Kohn-Sham gap (spin up / spin down), eV: 5.942 / 5.411
Total energy, a.u.: -1644.1433
Highest occupied orbital energy (spin up / spin down), Ha: -0.44200 / -0.44193

ORCA input file:
```
! RIJCOSX wB97M-V def2-TZVPD def2/J DEFGRID3
* xyz 1 1
Ir 0.85665 -1.10221 -1.81672
O 2.96995 -1.47011 -1.57982
N 3.37725 -1.52451 -0.38532
N 2.50305 -1.71381 0.52738
O 1.26825 -1.96871 0.23008
C 2.87015 -1.60561 1.87398
C 1.85935 -1.55911 2.83638
C 2.19655 -1.35011 4.15808
C 3.52935 -1.19791 4.51908
C 4.53235 -1.27001 3.55868
C 4.21445 -1.47981 2.23158
H 0.83285 -1.66341 2.52138
H 1.42035 -1.29641 4.90578
H 3.78705 -1.02621 5.55278
H 5.56505 -1.16491 3.85178
H 4.97925 -1.54841 1.47528
C -1.71545 0.14749 -4.85862
S -1.72115 -0.11561 -3.09442
O -0.71565 1.02949 -2.64342
O -3.01785 0.07419 -2.55292
O -1.08275 -1.39971 -2.80442
H -2.03285 1.16619 -5.03642
H -2.42885 -0.54691 -5.28832
H -0.71835 -0.02341 -5.24312
C -0.13235 2.94929 -1.32592
C -0.44795 1.44969 -1.22812
O 0.60795 0.77819 -0.79192
C -1.68115 1.12739 -0.37592
C -1.80945 -0.16741 0.12578
C -2.97475 -0.55161 0.76158
C -3.99655 0.36409 0.94658
C -3.84875 1.66519 0.49048
C -2.68885 2.05619 -0.15722
H 0.78605 3.04799 -1.89782
H 0.02295 3.33589 -0.32372
H -0.93075 3.47989 -1.83092
H -1.00645 -0.88201 -0.00702
H -3.07365 -1.56501 1.11758
H -4.90385 0.06919 1.45098
H -4.64245 2.38479 0.62918
H -2.60915 3.06789 -0.52222
*
```

***

No. 3
DFT (wB97M-V/def2-TZVPD) results for a structure of composition C15H16LiNO6S2 in a non-equilibrium geometry.

## Properties
LUMO, eV: 5.04
Kohn-Sham gap, eV: 6.541
Total energy, a.u.: -1891.3642
Highest occupied orbital energy, Ha: -0.05509

ORCA input file:
```
! RIJCOSX wB97M-V def2-TZVPD def2/J DEFGRID3
* xyz -2 1
Li 12.04547 6.43312 5.79037
O 8.94388 4.08436 7.44765
S 9.17582 5.22539 6.52588
O 8.38271 5.14622 5.27283
O 10.64381 5.45164 6.35524
C 8.50402 6.70807 7.48727
C 7.68807 6.24269 8.47890
C 6.87190 7.15451 9.17996
C 6.92716 8.49799 8.86291
C 7.91571 8.96572 8.02383
C 8.76095 8.05923 7.35337
S 10.08083 8.71443 6.31545
O 9.96836 10.13006 6.49067
O 9.82812 8.25998 4.96547
O 11.28598 8.14778 6.88612
H 7.59743 5.22632 8.75060
H 6.16536 6.78409 9.87389
H 6.21482 9.13974 9.36760
H 8.19715 9.99947 7.89650
C 14.37206 9.23969 7.13532
N 14.82661 9.66680 5.83799
C 16.25357 9.80781 5.81685
C 14.32821 8.95907 4.69963
C 14.77238 7.51077 4.55206
C 15.95544 7.20157 3.84418
C 16.43926 5.88623 3.70744
C 15.63636 4.85681 4.27434
C 14.42403 5.11618 4.89711
C 14.01779 6.44391 5.13361
H 14.64637 10.00734 7.85307
H 14.79381 8.29664 7.54320
H 13.28921 9.15550 7.06302
H 16.56716 10.61996 6.44411
H 16.56736 10.04260 4.80424
H 16.78676 8.88380 6.08392
H 14.51460 9.57802 3.84299
H 13.21782 8.91076 4.70968
H 16.52190 8.07586 3.50472
H 17.36968 5.63816 3.24857
H 16.00979 3.84300 4.17784
H 13.89576 4.30241 5.38274
*
```